23
Properties=species:S:1:pos:R:3 method="wB97M-V/def2-TZVPD" relative_energy_kcal_mol=97.4 homo_energy_ev=-7.69 multiplicity=1
C 0.10745 -1.53807 3.33801
C 0.88211 -2.29807 2.46630
C -0.50159 -0.37058 2.90085
C 1.11364 -1.91790 1.17995
C -0.17590 0.07180 1.61929
C 0.56657 -0.68312 0.77073
C -0.40880 1.72150 -3.19851
C -1.61565 1.48367 -2.75232
C 0.63064 1.32550 -2.26648
N 0.11622 0.91694 -1.02240
N 0.80638 -0.25382 -0.50932
O -2.05950 1.58948 -0.03676
S -1.60819 0.69841 -1.09984
H 0.10582 -2.08219 4.27932
H 1.13573 -3.20867 2.93485
H -1.25711 0.22005 3.45298
H 1.58398 -2.46935 0.37705
H -0.50024 1.11893 1.15507
H -0.17118 2.08950 -4.19747
H -2.61559 1.82881 -3.29607
H 1.28391 0.56946 -2.75357
H 1.43257 1.99739 -2.08561
H 1.14873 -0.80967 -1.25605

=====

49
Properties=species:S:1:pos:R:3 method="wB97M-V/def2-TZVPD" relative_energy_kcal_mol=14.3 homo_energy_ev=-16.35 multiplicity=1 charge=+3
Ti -0.27485 0.03835 0.28201
N -2.21796 -2.28260 -2.45918
C -1.44383 -2.65228 -3.60337
C -2.01465 -3.48588 -4.54595
C -1.28368 -3.84467 -5.66891
C 0.00516 -3.36511 -5.83396
C 0.57404 -2.52078 -4.88375
C -0.15811 -2.16920 -3.76953
S 0.59569 -1.06380 -2.60968
N -0.64839 -0.90213 -1.40767
C -1.84322 -1.50740 -1.48994
C -2.78734 -1.14693 -0.40198
C -4.00103 -1.74024 -0.17960
C -4.85087 -1.18693 0.77849
C -4.45015 -0.05788 1.46620
C -3.18031 0.44416 1.24334
N -2.34811 -0.09532 0.33893
H -3.15901 -2.65457 -2.43503
H -3.02586 -3.85602 -4.40991
H -1.72545 -4.49529 -6.41028
H 0.58045 -3.64176 -6.70746
H 1.57964 -2.14371 -5.02696
H -4.31064 -2.62301 -0.72450
H -5.81861 -1.63386 0.96944
H -5.09491 0.42197 2.18914
H -2.81317 1.29393 1.79675
O 0.88515 1.52261 0.48669
C 0.55986 1.58280 1.75868
N -0.36162 0.67185 2.11273
C -0.61201 0.82801 3.54094
O -1.36705 0.14372 4.14533
C 0.27550 1.96090 3.96037
C 0.43856 2.54370 5.18913
C 1.34804 3.60981 5.27406
C 2.05798 4.06177 4.16439
C 1.89202 3.46794 2.91672
C 0.99517 2.41523 2.84324
H -0.11535 2.20548 6.05613
H 1.49834 4.09698 6.22924
H 2.74538 4.88990 4.27253
H 2.43382 3.82109 2.04911
N 2.19249 -1.66271 3.26793
C 2.30179 -1.44048 1.97397
N 3.40207 -0.95035 1.44577
S 0.96618 -1.90339 0.92147
H 2.97776 -1.56130 3.89932
H 1.36792 -2.12038 3.62994
H 4.24190 -0.79829 1.99055
H 3.48288 -0.86120 0.44403

=====

81
Properties=species:S:1:pos:R:3 method="wB97M-V/def2-TZVPD" homo_energy_ev=-12.03 multiplicity=1 charge=+2
C 4.00379 -1.63548 2.55437
C 4.35222 -0.60868 1.48885
C 3.56254 -0.75888 0.21016
C 3.61838 -2.14844 -0.40782
N 4.08985 -2.12199 -1.80396
B 4.94721 -3.29280 -2.10602
F 4.44993 -4.18813 -2.86713
C 6.41083 -3.34875 -1.49401
C 7.33622 -4.41166 -2.00839
C 8.77792 -4.23757 -1.60320
N 6.92768 -5.36653 -2.70494
H 2.93550 -1.74998 2.68667
H 4.47352 -2.56521 2.28028
H 4.40494 -1.33881 3.51269
H 5.42231 -0.71426 1.28765
H 4.22357 0.37306 1.91854
H 2.53980 -0.54810 0.47718
H 3.87528 0.02300 -0.46904
H 4.20143 -2.82062 0.21366
H 2.61460 -2.54140 -0.42560
H 4.71793 -1.33295 -1.90993
H 6.39643 -3.40960 -0.41029
H 6.87801 -2.39542 -1.73382
H 9.39780 -5.03682 -1.96081
H 8.79855 -4.17453 -0.52476
H 9.09911 -3.28068 -1.98468
H 7.70820 -5.96871 -2.94724
K 7.27179 -0.63616 1.70187
C -0.09780 -1.20615 4.30698
Cl -1.48422 -0.16286 4.56827
Cl 1.35060 -0.41962 4.93259
Cl -0.34696 -2.72574 5.16327
Cl 0.11715 -1.54553 2.56567
O -2.75203 1.43596 1.71621
S -4.11191 1.50798 1.36523
O -5.11444 1.11184 2.40161
O -4.38877 0.67235 0.02695
C -3.87785 -0.71903 -0.02692
C -4.72130 -1.70014 0.74902
C -4.54180 3.10102 0.79157
H -2.84102 -0.73561 0.31128
H -3.88742 -0.99279 -1.08440
H -4.65700 -1.51536 1.82190
H -4.37600 -2.71510 0.56165
H -5.76820 -1.62346 0.46160
H -3.82985 3.39659 0.02298
H -4.48234 3.77602 1.65479
H -5.56116 3.08012 0.40553
C -2.24006 0.81611 -4.44147
C -1.90074 1.60403 -5.53013
C -0.60631 1.57073 -6.01692
C 0.33988 0.74613 -5.42056
C -0.00321 -0.04308 -4.33384
C -1.29736 -0.00589 -3.83943
H -3.25516 0.83878 -4.06606
H -2.64314 2.23773 -5.99733
H -0.33267 2.18462 -6.86383
H 1.34875 0.71792 -5.80846
H 0.73610 -0.68811 -3.87601
H -1.56709 -0.62473 -2.98784
Br -6.91818 0.55762 2.23945
Na -3.63274 1.36212 -2.28367
C -1.93916 5.61066 -3.07381
O -2.08268 4.32973 -3.68490
H -2.02313 5.47720 -2.00242
H -0.95956 6.04272 -3.29480
H -2.71904 6.29498 -3.41951
H -2.00009 4.44665 -4.63635
B -3.61439 3.79112 4.56322
O -4.28455 4.02131 5.87427
C -5.59668 4.14837 5.69805
O -6.41959 4.32636 6.54146
C -5.87577 4.00242 4.19378
O -6.94881 4.04819 3.65441
O -4.72877 3.79502 3.55625
F -2.98355 2.54373 4.52152
F -2.71923 4.78641 4.26692
O -2.59842 -5.38339 4.22509
H -2.44402 -5.95335 4.98570
H -1.97810 -4.65562 4.33215
Be -3.90474 6.15306 -1.15955

=====

17
Properties=species:S:1:pos:R:3 method="wB97M-V/def2-TZVPD" relative_energy_kcal_mol=78.2 homo_energy_ev=-9.31 multiplicity=1
C 0.31832 -0.30613 -1.87554
C 0.02539 0.04139 -0.33579
C 0.28570 -1.30909 0.48541
C -0.39928 0.42509 1.62384
C 0.68457 0.97215 0.55557
C -1.25710 0.60128 0.29086
H 0.03291 0.66249 -2.46620
H 1.18063 -0.90620 -2.18698
H -0.57234 -0.98289 -2.24690
H 1.44039 -1.48848 0.51415
H -0.26562 -2.24222 -0.02835
H -0.28379 1.14877 2.48622
H 0.54890 1.91539 0.37482
H 1.77031 0.71806 0.68895
H -1.22969 1.71449 0.11862
H -2.17763 -0.00420 0.17990
O -0.10167 -0.95991 1.82142

=====

For reference, orbital gap by record: 8.202 5.505 4.425 10.215 eV.